Record 1
The following is a DFT calculation (ωB97M-V/def2-TZVPD) of 2 unconnected molecules or ions with the total composition C4H12O.

Output
- Energy relative to the best compared isomer or geometry (same formula, charge and spin): 1.055 eV
- LUMO: 0.9 eV

Last columns: bonded neighbours and bond lengths (Å).
Positions of all 17 atoms, in Å:
1 O -0.116 3.372 1.498  C2 1.397, H11 0.952
2 C -0.562 2.677 0.371  O1 1.397, H8 1.094, H15 1.095, H16 1.098
3 C 1.074 -0.602 -0.672  C4 1.553, H6 1.092, H7 1.085, H17 1.081
4 C 0.662 -1.992 -0.114  C3 1.553, C5 1.510, H10 1.098, H13 1.099
5 C -0.826 -2.143 -0.323  C4 1.510, H9 1.098, H12 1.094, H14 1.085
6 H 2.127 -0.496 -0.939  C3 1.092
7 H 0.763 0.110 0.084  C3 1.085
8 H -0.152 1.674 0.215  C2 1.094
9 H -1.328 -1.411 0.323  C5 1.098
10 H 1.045 -2.012 0.914  C4 1.098
11 H -0.459 3.004 2.306  O1 0.952
12 H -1.258 -3.085 0.026  C5 1.094
13 H 1.406 -2.712 -0.483  C4 1.099
14 H -1.130 -1.922 -1.341  C5 1.085
15 H -0.133 3.214 -0.482  C2 1.095
16 H -1.645 2.700 0.196  C2 1.098
17 H 0.530 -0.376 -1.579  C3 1.081

These are the natural (NBO) partial charges, in e, on atoms 1 to 4: number 1, O, carries -0.7158; number 2, C, carries -0.2531; number 3, C, carries -0.5973; number 4, C, carries -0.4128

Record 2
The following is a DFT calculation (ωB97M-V/def2-TZVPD) of 2 unconnected molecules or ions with the total composition C4H12O.

Output
- Energy relative to the best compared isomer or geometry (same formula, charge and spin): 0.863 eV
- LUMO: 1.0 eV

Last columns: bonded neighbours and bond lengths (Å).
Positions of all 17 atoms, in Å:
1 O -1.979 -1.412 0.237  C2 1.419, H14 0.947
2 C -1.291 -1.169 -0.981  O1 1.419, C5 1.556, H9 1.083, H15 1.096
3 C 2.318 2.319 0.624  C4 1.535, H6 1.092, H11 1.087, H13 1.086
4 C 0.970 2.388 1.355  C3 1.535, H7 1.087, H8 1.085, H17 1.095
5 C -0.152 -2.199 -1.229  C2 1.556, H10 1.092, H12 1.083, H16 1.098
6 H 2.169 1.852 -0.352  C3 1.092
7 H 0.186 1.827 0.853  C4 1.087
8 H 1.052 2.086 2.394  C4 1.085
9 H -0.868 -0.184 -0.830  C2 1.083
10 H -0.321 -3.017 -0.525  C5 1.092
11 H 3.002 1.706 1.205  C3 1.087
12 H 0.070 -2.533 -2.234  C5 1.083
13 H 2.779 3.279 0.410  C3 1.086
14 H -2.417 -2.251 0.231  O1 0.947
15 H -2.009 -1.317 -1.795  C2 1.096
16 H 0.765 -1.754 -0.820  C5 1.098
17 H 0.534 3.392 1.406  C4 1.095

These are the natural (NBO) partial charges, in e, on atoms 1 to 4: number 1, O, carries -0.7232; number 2, C, carries -0.0599; number 3, C, carries -0.6149; number 4, C, carries -0.6154

Record 3
The following is a DFT calculation (ωB97M-V/def2-TZVPD) of 2 unconnected molecules or ions with the total composition C4H12O.

Output
- Energy relative to the best compared isomer or geometry (same formula, charge and spin): 0.599 eV
- LUMO: 0.9 eV

Last columns: bonded neighbours and bond lengths (Å).
Positions of all 17 atoms, in Å:
1 O -2.312 -4.161 4.257  H6 0.967, H17 0.963
2 C 0.687 -0.538 -1.174  C3 1.533, H8 1.090, H10 1.079, H15 1.094
3 C 0.221 0.918 -1.065  C2 1.533, C4 1.532, C5 1.530, H9 1.127
4 C -0.074 1.321 0.383  C3 1.532, H11 1.100, H12 1.110, H16 1.090
5 C 1.125 1.946 -1.749  C3 1.530, H7 1.094, H13 1.116, H14 1.106
6 H -2.968 -3.970 3.572  O1 0.967
7 H 1.544 1.969 -2.760  C5 1.094
8 H 1.717 -0.595 -0.824  C2 1.090
9 H -0.693 0.944 -1.724  C3 1.127
10 H 0.133 -1.190 -0.516  C2 1.079
11 H -0.953 0.764 0.740  C4 1.100
12 H -0.387 2.380 0.501  C4 1.110
13 H 0.894 3.032 -1.631  C5 1.116
14 H 2.036 1.954 -1.121  C5 1.106
15 H 0.630 -0.773 -2.241  C2 1.094
16 H 0.679 1.120 1.145  C4 1.090
17 H -2.278 -5.123 4.206  O1 0.963

These are the natural (NBO) partial charges, in e, on atoms 1 to 4: number 1, O, carries -0.9288; number 2, C, carries -0.6002; number 3, C, carries -0.2178; number 4, C, carries -0.6154

Record 4
The following is a DFT calculation (ωB97M-V/def2-TZVPD) of 2 unconnected molecules or ions with the total composition C4H12O.

Output
- Energy relative to the best compared isomer or geometry (same formula, charge and spin): 0.493 eV
- LUMO: 1.0 eV

Last columns: bonded neighbours and bond lengths (Å).
Positions of all 17 atoms, in Å:
1 O 0.868 0.442 -1.481  C2 1.412, H16 0.968
2 C 0.338 1.636 -0.943  O1 1.412, C4 1.511, H10 1.099, H13 1.092
3 C -0.347 -1.767 0.994  C5 1.529, H6 1.096, H8 1.084, H15 1.099
4 C 1.040 2.056 0.327  C2 1.511, H9 1.089, H11 1.088, H17 1.102
5 C -1.344 -1.803 -0.165  C3 1.529, H7 1.089, H12 1.095, H14 1.087
6 H 0.490 -1.066 0.899  C3 1.096
7 H -1.917 -2.721 -0.039  C5 1.089
8 H -0.901 -1.508 1.889  C3 1.084
9 H 0.882 1.316 1.109  C4 1.089
10 H -0.738 1.520 -0.750  C2 1.099
11 H 2.098 2.173 0.103  C4 1.088
12 H -2.032 -0.958 -0.066  C5 1.095
13 H 0.430 2.401 -1.715  C2 1.092
14 H -0.910 -1.841 -1.160  C5 1.087
15 H 0.115 -2.756 1.124  C3 1.099
16 H 1.260 -0.149 -0.823  O1 0.968
17 H 0.669 3.026 0.698  C4 1.102

These are the natural (NBO) partial charges, in e, on atoms 1 to 4: number 1, O, carries -0.7292; number 2, C, carries -0.0529; number 3, C, carries -0.6001; number 4, C, carries -0.6389

Record 5
The following is a DFT calculation (ωB97M-V/def2-TZVPD) of 3 unconnected molecules or ions with the total composition C4H12O2.

Output
- Energy relative to the best compared isomer or geometry (same formula, charge and spin): 1.265 eV
- LUMO: 0.8 eV

Last columns: bonded neighbours and bond lengths (Å).
Positions of all 18 atoms, in Å:
1 O 0.542 -1.896 -4.973  H9 0.972, H11 0.951
2 O -0.187 2.523 2.841  H15 0.983, H17 0.962
3 C 1.322 0.791 0.744  C6 1.333, H7 1.093, H14 1.082
4 C -0.004 -1.180 1.551  C6 1.492, H8 1.092, H10 1.085, H18 1.100
5 C -0.919 0.328 -0.228  C6 1.536, H12 1.088, H13 1.087, H16 1.104
6 C 0.180 0.109 0.822  C3 1.333, C4 1.492, C5 1.536
7 H 2.224 0.308 1.129  C3 1.093
8 H -0.979 -1.140 2.041  C4 1.092
9 H -0.040 -1.550 -5.671  O1 0.972
10 H 0.870 -1.395 2.157  C4 1.085
11 H 0.808 -2.726 -5.353  O1 0.951
12 H -0.924 -0.498 -0.936  C5 1.088
13 H -1.041 1.296 -0.705  C5 1.087
14 H 1.419 1.848 0.532  C3 1.082
15 H -0.320 1.918 2.078  O2 0.983
16 H -1.850 0.224 0.357  C5 1.104
17 H -1.004 3.028 2.807  O2 0.962
18 H -0.099 -1.986 0.808  C4 1.100

These are the natural (NBO) partial charges, in e, on atoms 1 to 4: number 1, O, carries -0.9291; number 2, O, carries -0.9386; number 3, C, carries -0.3974; number 4, C, carries -0.6479

Record 6
The following is a DFT calculation (ωB97M-V/def2-TZVPD) of 3 unconnected molecules or ions with the total composition C4H12O2.

Output
- Energy relative to the best compared isomer or geometry (same formula, charge and spin): 2.289 eV
- LUMO: 0.8 eV

Last columns: bonded neighbours and bond lengths (Å).
Positions of all 18 atoms, in Å:
1 O -2.990 2.889 -2.984  H9 0.974, H14 0.950
2 O 0.442 -1.092 3.800  H12 0.977, H15 0.929
3 C -0.264 -1.743 -1.337  C6 1.498, H11 1.130, H13 1.093, H17 1.085
4 C 1.306 -0.527 0.102  C5 1.497, C6 1.339, H10 1.088
5 C 1.805 0.701 0.798  C4 1.497, H8 1.088, H16 1.099, H18 1.098
6 C 0.252 -0.478 -0.723  C3 1.498, C4 1.339, H7 1.087
7 H -0.358 0.377 -1.001  C6 1.087
8 H 1.009 1.423 0.971  C5 1.088
9 H -3.787 2.719 -2.450  O1 0.974
10 H 1.974 -1.351 -0.137  C4 1.088
11 H 0.495 -1.978 -2.140  C3 1.130
12 H 0.965 -1.277 4.604  O2 0.977
13 H -1.031 -1.721 -2.115  C3 1.093
14 H -2.062 2.726 -2.857  O1 0.950
15 H -0.059 -1.792 3.449  O2 0.929
16 H 2.142 0.431 1.808  C5 1.099
17 H -0.123 -2.685 -0.816  C3 1.085
18 H 2.730 1.192 0.467  C5 1.098

These are the natural (NBO) partial charges, in e, on atoms 1 to 4: number 1, O, carries -1.0188; number 2, O, carries -0.9608; number 3, C, carries -0.6892; number 4, C, carries -0.2022

Record 7
The following is a DFT calculation (ωB97M-V/def2-TZVPD) of 2 unconnected molecules or ions with the total composition C4H12O2.

Output
- Energy relative to the best compared isomer or geometry (same formula, charge and spin): 0.822 eV
- LUMO: 0.8 eV

Last columns: bonded neighbours and bond lengths (Å).
Positions of all 18 atoms, in Å:
1 O -1.771 1.508 0.556  C5 1.416, H7 0.959
2 O 0.990 -3.427 -0.513  C4 1.401, H9 0.967
3 C 0.920 -1.495 0.950  C4 1.514, H11 1.097, H12 1.082, H18 1.095
4 C 0.150 -2.552 0.187  O2 1.401, C3 1.514, H14 1.084, H17 1.085
5 C -0.523 1.652 -0.097  O1 1.416, C6 1.534, H8 1.083, H15 1.085
6 C -0.570 2.712 -1.205  C5 1.534, H10 1.096, H13 1.097, H16 1.086
7 H -1.790 2.044 1.352  O1 0.959
8 H 0.258 1.926 0.601  C5 1.083
9 H 1.891 -3.077 -0.542  O2 0.967
10 H -0.792 2.309 -2.199  C6 1.096
11 H 1.565 -0.931 0.265  C3 1.097
12 H 0.325 -0.769 1.488  C3 1.082
13 H -1.412 3.385 -1.002  C6 1.097
14 H -0.562 -2.078 -0.479  C4 1.084
15 H -0.260 0.707 -0.562  C5 1.085
16 H 0.394 3.208 -1.259  C6 1.086
17 H -0.467 -3.131 0.866  C4 1.085
18 H 1.654 -1.991 1.593  C3 1.095

These are the natural (NBO) partial charges, in e, on atoms 1 to 4: number 1, O, carries -0.7249; number 2, O, carries -0.7156; number 3, C, carries -0.6428; number 4, C, carries -0.0550

Record 8
The following is a DFT calculation (ωB97M-V/def2-TZVPD) of 2 unconnected molecules or ions with the total composition C4H12O2.

Output
- Energy relative to the best compared isomer or geometry (same formula, charge and spin): 1.823 eV
- LUMO: 1.0 eV

Last columns: bonded neighbours and bond lengths (Å).
Positions of all 18 atoms, in Å:
1 O 2.826 0.819 -0.576  C3 1.407, C5 1.433
2 O -2.572 -1.303 -0.786  C4 1.421, C6 1.410
3 C 1.997 0.532 0.524  O1 1.407, H9 1.103, H10 1.103, H18 1.103
4 C -2.274 -0.008 -0.284  O2 1.421, H7 1.103, H13 1.103, H17 1.103
5 C 4.130 1.182 -0.103  O1 1.433, H8 1.103, H11 1.103, H15 1.103
6 C -3.813 -1.745 -0.285  O2 1.410, H12 1.103, H14 1.103, H16 1.103
7 H -1.252 0.328 -0.527  C4 1.103
8 H 4.211 2.220 0.261  C5 1.103
9 H 1.106 0.056 0.081  C3 1.103
10 H 1.672 1.401 1.120  C3 1.103
11 H 4.561 0.508 0.656  C5 1.103
12 H -3.895 -2.844 -0.317  C6 1.103
13 H -2.382 -0.037 0.813  C4 1.103
14 H -4.673 -1.312 -0.823  C6 1.103
15 H 4.718 1.088 -1.032  C5 1.103
16 H -3.857 -1.419 0.768  C6 1.103
17 H -2.991 0.726 -0.689  C4 1.103
18 H 2.486 -0.193 1.197  C3 1.103

These are the natural (NBO) partial charges, in e, on atoms 1 to 4: number 1, O, carries -0.5326; number 2, O, carries -0.5421; number 3, C, carries -0.2526; number 4, C, carries -0.2493

Record 9
The following is a DFT calculation (ωB97M-V/def2-TZVPD) of 2 unconnected molecules or ions with the total composition C4H12O2S2.

Output
- Energy relative to the best compared isomer or geometry (same formula, charge and spin): 0.748 eV
- LUMO: 0.5 eV

Last columns: bonded neighbours and bond lengths (Å).
Positions of all 20 atoms, in Å:
1 S 0.168 0.941 1.342  S2 1.977, C7 1.841
2 S 0.686 2.170 -0.118  S1 1.977, C8 1.847
3 O -0.402 -2.780 -0.902  C5 1.414, H18 0.969
4 O -3.128 -0.509 -0.084  H13 0.956, H17 0.947
5 C 0.977 -2.656 -0.616  O3 1.414, C6 1.518, H9 1.088, H12 1.103
6 C 1.428 -1.364 0.041  C5 1.518, C7 1.518, H14 1.100, H15 1.100
7 C 0.550 -0.851 1.168  S1 1.841, C6 1.518, H19 1.094, H20 1.111
8 C -0.460 1.953 -1.549  S2 1.847, H10 1.089, H11 1.082, H16 1.089
9 H 1.163 -3.507 0.036  C5 1.088
10 H -1.070 1.066 -1.384  C8 1.089
11 H 0.065 1.815 -2.485  C8 1.082
12 H 1.683 -2.832 -1.445  C5 1.103
13 H -2.911 -0.497 0.847  O4 0.956
14 H 2.436 -1.477 0.465  C6 1.100
15 H 1.656 -0.591 -0.708  C6 1.100
16 H -1.217 2.732 -1.457  C8 1.089
17 H -2.616 0.248 -0.334  O4 0.947
18 H -0.743 -1.931 -1.221  O3 0.969
19 H 0.749 -1.283 2.153  C7 1.094
20 H -0.405 -1.407 1.056  C7 1.111

These are the natural (NBO) partial charges, in e, on atoms 1 to 4: number 1, S, carries 0.0688; number 2, S, carries 0.0988; number 3, O, carries -0.7043; number 4, O, carries -0.9226

Record 10
The following is a DFT calculation (ωB97M-V/def2-TZVPD) of 2 unconnected molecules or ions with the total composition C4H12O3.

Output
- Energy relative to the best compared isomer or geometry (same formula, charge and spin): 2.044 eV
- LUMO: 0.8 eV

Last columns: bonded neighbours and bond lengths (Å).
Positions of all 19 atoms, in Å:
1 O -0.519 -0.967 2.565  C4 1.419, H15 0.977
2 O 0.948 -1.072 -1.253  C5 1.418, H10 0.938
3 O -2.487 2.419 -4.376  H13 0.968, H14 0.993
4 C 0.799 -0.447 2.644  O1 1.419, C7 1.545, H11 1.134, H18 1.138
5 C 0.416 -0.660 -0.005  O2 1.418, C6 1.589, C7 1.598, H19 1.090
6 C 0.038 0.881 -0.083  C5 1.589, H9 1.266, H12 1.111, H16 1.114
7 C 1.383 -0.802 1.259  C4 1.545, C5 1.598, H8 1.126, H17 1.123
8 H 1.783 -1.852 1.186  C7 1.126
9 H -0.546 1.302 -1.124  C6 1.266
10 H 0.283 -1.675 -1.524  O2 0.938
11 H 1.377 -0.970 3.467  C4 1.134
12 H -0.271 1.410 0.844  C6 1.111
13 H -3.004 2.913 -3.722  O3 0.968
14 H -1.915 3.123 -4.779  O3 0.993
15 H -0.700 -1.553 3.325  O1 0.977
16 H 1.006 1.296 -0.446  C6 1.114
17 H 2.349 -0.228 1.242  C7 1.123
18 H 0.763 0.619 3.043  C4 1.138
19 H -0.483 -1.263 0.124  C5 1.090

These are the natural (NBO) partial charges, in e, on atoms 1 to 4: number 1, O, carries -0.7447; number 2, O, carries -0.7097; number 3, O, carries -0.9353; number 4, C, carries -0.0682

Q: Which value of energy relative to the best compared isomer or geometry (same formula, charge and spin) does entry 9 give?
A: 0.748 eV

Q: Look up the energy relative to the best compared isomer or geometry (same formula, charge and spin) of the first one.
A: 1.055 eV

Q: The lowest LUMO belongs to which entry?
A: C4H12O2S2